{"formula": "C4H7N3", "method": "ωB97M-V with the def2-TZVPD basis set", "species": ["C", "C", "C", "C", "N", "N", "N", "H", "H", "H", "H", "H", "H", "H"], "positions_angstrom": [[0.44, 0.95, 1.86], [0.72, 0.88, 0.35], [-0.14, -0.11, -0.38], [0.14, -0.84, -1.51], [-1.03, -1.48, -1.77], [-1.97, -1.18, -0.87], [-1.44, -0.35, -0.03], [0.64, 1.96, 2.24], [-0.60, 0.70, 2.07], [1.07, 0.25, 2.43], [0.55, 1.86, -0.10], [1.77, 0.64, 0.17], [1.02, -0.96, -2.11], [-1.24, -2.13, -2.52]], "gap_ev": 10.332, "smiles": "CCc1c[nH]nn1", "lumo_ev": 0.87, "homo_energy_ev": -9.465, "total_charge": 0}


{"formula": "C9H21FeN3O7P", "method": "ωB97M-V with the def2-TZVPD basis set", "species": ["Fe", "P", "O", "O", "O", "O", "C", "O", "N", "C", "C", "H", "H", "H", "H", "H", "H", "H", "C", "O", "N", "C", "C", "H", "H", "H", "H", "H", "H", "H", "C", "O", "N", "C", "C", "H", "H", "H", "H", "H", "H", "H"], "positions_angstrom": [[0.29, 1.51, 0.06], [1.80, 3.26, 0.54], [2.08, 2.18, -0.57], [0.31, 3.61, 0.37], [2.83, 4.22, 0.86], [1.60, 2.02, 1.58], [-2.28, 1.17, 1.94], [-1.48, 1.12, 1.02], [-2.19, 0.38, 3.01], [-2.93, 0.67, 4.20], [-1.07, -0.57, 3.07], [-3.15, 1.84, 1.94], [-3.34, -0.25, 4.63], [-3.73, 1.38, 4.00], [-2.27, 1.09, 4.97], [-1.30, -1.45, 2.48], [-0.13, -0.11, 2.76], [-0.96, -0.89, 4.11], [-0.73, 0.90, -2.92], [-0.45, 1.26, -1.67], [0.28, 0.90, -3.90], [-0.07, 0.55, -5.22], [1.50, 1.63, -3.73], [-1.64, 0.39, -3.17], [0.82, 0.22, -5.77], [-0.52, 1.38, -5.80], [-0.81, -0.26, -5.23], [1.64, 1.93, -2.70], [2.36, 1.02, -4.04], [1.51, 2.57, -4.33], [1.42, -1.32, 0.78], [0.63, -0.41, 0.24], [1.07, -2.66, 0.61], [1.94, -3.70, 1.00], [-0.24, -3.03, 0.19], [2.45, -1.11, 1.06], [1.97, -4.51, 0.26], [1.64, -4.17, 1.97], [2.95, -3.30, 1.13], [-0.19, -3.79, -0.60], [-0.81, -3.51, 1.02], [-0.79, -2.16, -0.15]], "gap_ev": [3.657, 6.278], "spin_multiplicity": 9, "lumo_ev": [2.50, 1.13], "homo_energy_ev": [-1.153, -5.148], "s2": 20.03, "total_charge": -1}


{"formula": "C5H7NO", "method": "ωB97M-V with the def2-TZVPD basis set", "species": ["C", "N", "C", "C", "C", "C", "O", "H", "H", "H", "H", "H", "H", "H"], "positions_angstrom": [[0.18, 1.75, 0.78], [1.37, 1.36, 0.06], [0.29, 0.45, 0.05], [-0.23, -1.11, 0.59], [-1.21, -1.06, -0.60], [0.11, -0.53, -1.09], [0.81, -1.56, -0.31], [0.17, 1.50, 1.85], [-0.33, 2.68, 0.53], [2.30, 1.24, 0.42], [-0.44, -1.83, 1.41], [-2.08, -0.40, -0.59], [-1.43, -2.05, -1.02], [0.50, -0.43, -2.10]], "gap_ev": 10.168, "lumo_ev": 1.14, "homo_energy_ev": -9.029, "total_charge": 0}


{"formula": "C44H132O44", "method": "ωB97M-V with the def2-TZVPD basis set", "species": ["C", "C", "O", "O", "H", "H", "H", "H", "H", "H", "C", "C", "O", "O", "H", "H", "H", "H", "H", "H", "C", "C", "O", "O", "H", "H", "H", "H", "H", "H", "C", "C", "O", "O", "H", "H", "H", "H", "H", "H", "C", "C", "O", "O", "H", "H", "H", "H", "H", "H", "C", "C", "O", "O", "H", "H", "H", "H", "H", "H", "C", "C", "O", "O", "H", "H", "H", "H", "H", "H", "C", "C", "O", "O", "H", "H", "H", "H", "H", "H", "C", "C", "O", "O", "H", "H", "H", "H", "H", "H", "C", "C", "O", "O", "H", "H", "H", "H", "H", "H", "C", "C", "O", "O", "H", "H", "H", "H", "H", "H", "C", "C", "O", "O", "H", "H", "H", "H", "H", "H", "C", "C", "O", "O", "H", "H", "H", "H", "H", "H", "C", "C", "O", "O", "H", "H", "H", "H", "H", "H", "C", "C", "O", "O", "H", "H", "H", "H", "H", "H", "C", "C", "O", "O", "H", "H", "H", "H", "H", "H", "C", "C", "O", "O", "H", "H", "H", "H", "H", "H", "C", "C", "O", "O", "H", "H", "H", "H", "H", "H", "C", "C", "O", "O", "H", "H", "H", "H", "H", "H", "C", "C", "O", "O", "H", "H", "H", "H", "H", "H", "C", "C", "O", "O", "H", "H", "H", "H", "H", "H", "C", "C", "O", "O", "H", "H", "H", "H", "H", "H"], "positions_angstrom": [[-2.99, 4.00, 4.06], [-4.12, 3.86, 3.01], [-3.84, 2.59, 2.38], [-3.00, 2.90, 4.95], [-3.06, 5.01, 4.45], [-2.02, 4.12, 3.58], [-4.21, 4.63, 2.25], [-5.08, 3.65, 3.49], [-3.11, 2.78, 1.79], [-3.75, 3.05, 5.54], [2.20, 4.26, 0.37], [2.93, 4.69, 1.65], [4.31, 4.73, 1.53], [2.05, 5.40, -0.45], [1.16, 4.04, 0.60], [2.79, 3.49, -0.12], [2.73, 4.00, 2.48], [2.64, 5.65, 2.07], [4.51, 5.25, 0.75], [2.88, 5.59, -0.90], [3.48, 1.61, -2.69], [3.90, 0.14, -2.79], [3.19, -0.57, -1.77], [4.30, 2.32, -1.77], [2.41, 1.70, -2.47], [3.54, 1.95, -3.73], [4.93, 0.03, -2.48], [3.67, -0.28, -3.77], [3.46, -0.12, -0.97], [4.15, 3.26, -1.93], [-5.95, -1.55, 0.68], [-5.13, -0.75, -0.37], [-5.43, 0.69, -0.47], [-7.29, -1.71, 0.08], [-5.94, -1.24, 1.72], [-5.57, -2.57, 0.69], [-5.23, -1.12, -1.39], [-4.08, -0.81, -0.07], [-4.59, 1.16, -0.44], [-7.43, -0.92, -0.44], [0.69, -1.48, -4.23], [1.27, -2.61, -3.36], [2.67, -2.73, -3.58], [0.92, -0.22, -3.64], [-0.38, -1.56, -4.41], [1.25, -1.44, -5.16], [0.79, -3.55, -3.62], [1.06, -2.48, -2.30], [2.87, -1.97, -3.03], [1.48, 0.23, -4.28], [-1.46, -3.44, -0.98], [-2.46, -4.05, -2.06], [-1.74, -4.48, -3.15], [-0.62, -4.43, -0.36], [-2.01, -3.06, -0.13], [-0.82, -2.61, -1.27], [-3.24, -3.39, -2.45], [-3.05, -4.82, -1.56], [-1.41, -5.33, -2.86], [0.09, -3.88, -0.03], [-3.81, -0.61, -4.74], [-5.28, -0.82, -4.41], [-5.59, -2.13, -3.84], [-3.59, -0.99, -6.07], [-3.21, -1.20, -4.04], [-3.54, 0.44, -4.61], [-5.90, -0.73, -5.30], [-5.65, -0.02, -3.76], [-5.46, -2.81, -4.51], [-3.44, -1.93, -5.98], [0.93, -2.81, 6.17], [1.31, -2.55, 4.70], [0.91, -3.61, 3.89], [-0.46, -2.97, 6.42], [1.26, -1.96, 6.77], [1.50, -3.60, 6.66], [2.39, -2.43, 4.76], [1.05, -1.56, 4.31], [1.23, -4.47, 4.17], [-0.88, -2.14, 6.65], [-1.14, -0.10, 8.82], [-0.04, -0.56, 9.72], [1.22, -0.37, 9.14], [-1.03, -0.68, 7.47], [-1.12, 0.99, 8.78], [-2.08, -0.46, 9.23], [-0.18, -1.63, 9.83], [-0.16, -0.08, 10.70], [1.78, -0.91, 9.69], [-0.21, -0.32, 7.13], [0.38, 0.00, -0.37], [-0.48, -0.19, 0.95], [-0.44, 1.09, 1.61], [-0.48, 0.49, -1.41], [0.71, -0.95, -0.80], [1.29, 0.53, -0.10], [0.03, -0.96, 1.53], [-1.45, -0.64, 0.75], [-0.93, 1.02, 2.43], [0.04, 0.43, -2.21], [3.26, -4.47, 0.09], [2.82, -3.08, 0.78], [1.41, -3.16, 1.00], [3.20, -5.62, 0.97], [4.30, -4.51, -0.24], [2.57, -4.64, -0.73], [3.15, -2.15, 0.31], [3.31, -3.00, 1.75], [1.24, -3.52, 1.87], [2.33, -5.56, 1.38], [3.34, 0.21, -6.76], [3.77, 0.61, -8.23], [2.70, 0.26, -9.09], [2.10, 0.73, -6.27], [4.12, 0.41, -6.02], [3.16, -0.86, -6.70], [4.76, 0.26, -8.53], [3.74, 1.70, -8.15], [1.90, 0.72, -8.81], [1.36, 0.38, -6.78], [-2.97, -4.73, 4.71], [-2.77, -4.50, 3.15], [-2.00, -3.29, 2.87], [-1.83, -5.25, 5.29], [-3.87, -5.34, 4.78], [-3.28, -3.78, 5.16], [-3.76, -4.36, 2.72], [-2.37, -5.39, 2.66], [-1.06, -3.38, 3.03], [-1.25, -4.52, 5.53], [-3.77, -0.76, 3.77], [-2.52, -0.40, 4.57], [-1.73, 0.62, 4.04], [-4.73, 0.28, 3.66], [-4.21, -1.67, 4.19], [-3.62, -0.97, 2.71], [-1.82, -1.23, 4.64], [-2.82, 0.02, 5.53], [-2.27, 1.41, 4.10], [-4.34, 1.01, 3.18], [3.83, 0.70, 1.76], [3.47, -0.27, 2.94], [4.65, -0.78, 3.59], [4.27, 0.00, 0.62], [4.61, 1.43, 1.96], [3.03, 1.38, 1.48], [2.97, -1.07, 2.40], [2.82, 0.09, 3.74], [4.83, -0.16, 4.29], [5.14, -0.36, 0.80], [0.58, 1.94, 5.72], [1.40, 2.75, 6.78], [0.92, 2.62, 8.07], [0.78, 0.56, 5.70], [0.78, 2.29, 4.71], [-0.47, 2.22, 5.77], [1.48, 3.82, 6.57], [2.44, 2.42, 6.77], [1.15, 1.73, 8.36], [0.17, 0.17, 5.07], [-0.84, 1.27, -7.88], [-0.62, 2.37, -8.98], [0.77, 2.65, -8.91], [-0.04, 0.11, -7.97], [-1.87, 0.92, -7.87], [-0.59, 1.70, -6.90], [-1.22, 3.28, -8.90], [-0.77, 1.98, -9.98], [1.10, 2.61, -9.81], [-0.06, -0.12, -8.90], [-1.70, 3.85, -0.60], [-2.95, 2.92, -0.96], [-2.87, 1.64, -0.33], [-1.41, 3.92, 0.75], [-1.85, 4.88, -0.94], [-0.77, 3.48, -1.02], [-2.95, 2.88, -2.05], [-3.93, 3.37, -0.80], [-2.04, 1.18, -0.49], [-1.03, 3.08, 1.01], [-6.02, 3.95, -5.11], [-4.69, 3.62, -4.41], [-3.62, 3.40, -5.30], [-6.55, 2.80, -5.78], [-5.89, 4.80, -5.79], [-6.73, 4.21, -4.33], [-4.85, 2.74, -3.79], [-4.34, 4.42, -3.75], [-2.81, 3.25, -4.79], [-5.75, 2.34, -6.03], [-0.08, 3.12, -4.52], [0.51, 3.87, -5.69], [1.35, 4.94, -5.28], [-1.17, 3.78, -3.90], [0.69, 2.88, -3.79], [-0.35, 2.14, -4.91], [-0.21, 4.25, -6.42], [1.11, 3.13, -6.23], [1.48, 5.49, -6.06], [-0.88, 4.60, -3.50], [2.01, -7.03, 3.70], [0.75, -7.01, 2.79], [0.78, -5.89, 1.93], [2.29, -5.89, 4.54], [2.93, -6.95, 3.12], [2.04, -7.95, 4.30], [-0.10, -7.07, 3.47], [0.72, -7.89, 2.15], [0.12, -6.23, 1.32], [3.23, -5.78, 4.71], [8.98, 2.11, -0.56], [7.39, 1.98, -0.27], [6.78, 1.22, -1.26], [9.26, 3.08, -1.53], [9.43, 1.14, -0.76], [9.44, 2.49, 0.36], [6.86, 2.93, -0.17], [7.31, 1.57, 0.74], [5.85, 1.44, -1.28], [9.21, 2.67, -2.40]], "gap_ev": 8.993, "lumo_ev": -0.06, "homo_energy_ev": -9.053, "total_charge": 0}


| no. | F_max (eV Å⁻¹) |
| --- | --- |
| 1 | 0.20 |
| 2 | 3.30 |
| 3 | 1.21 |
| 4 | 3.72 |